Record 1
Molecular formula: C17H15MnO4P
Method: DFT, ωB97M-V with the def2-TZVPD basis set

Structure (XYZ):
```
38
Properties=species:S:1:pos:R:3:forces:R:3
O 3.2266 -0.2250 -1.0726 -3.90 -1.41 0.41
O -1.5688 -3.6474 -1.4651 2.95 3.44 0.92
H -1.3432 4.4068 -3.0397 0.05 -0.24 0.14
H 0.9285 3.8371 -2.1797 -0.27 -0.17 0.07
H 2.3651 -3.5855 -2.3443 -0.23 0.45 -0.85
H -2.8114 -1.0975 -0.5417 0.05 0.03 0.31
C -2.2727 -0.9235 0.3989 -0.18 -0.13 0.00
C -2.1126 1.5652 -1.3384 -0.22 0.12 -0.25
C 0.1397 -0.0177 1.6984 0.26 -0.66 -0.39
H -3.2735 2.9058 -2.5542 0.28 0.01 0.13
C 0.2949 -0.7009 4.0177 -0.11 0.10 -0.15
C -0.8534 1.2686 -0.8154 0.32 -0.65 -0.41
H 1.2514 1.7709 -0.8510 -0.24 0.36 0.02
C 0.2475 2.0661 -1.1546 0.12 0.13 -0.29
C 0.0714 3.2080 -1.9369 -0.02 -0.22 0.15
H -2.9599 0.9128 -1.1499 0.08 0.27 -0.01
H 3.0556 1.0807 3.0963 -0.39 -0.05 0.00
P -0.5971 -0.3287 0.0492 -2.88 4.01 3.16
O 0.2278 -0.5121 -3.8511 0.28 -1.78 4.36
H -2.7824 -0.1493 0.9915 0.06 -0.31 -0.16
C 1.2511 -2.6839 0.2667 4.58 -6.19 7.51
H 1.8310 1.1068 0.9482 -0.10 0.10 0.34
C -0.8073 -2.7967 -1.2549 -7.88 -7.97 -1.86
H -2.2327 -1.8637 0.9632 -0.11 0.23 -0.16
H -1.2986 -1.2804 2.7095 0.10 0.19 0.15
C 2.0715 0.6127 3.0253 -0.20 0.03 -0.20
H 2.0493 -0.0406 5.0832 -0.14 -0.02 -0.32
C 1.5158 -0.0350 4.1308 0.07 -0.02 0.06
C 0.3313 -0.9650 -2.7896 -0.88 3.69 -9.62
C 1.3754 0.6297 1.8131 0.47 -0.12 0.16
O 1.7618 -3.3359 1.0811 -2.28 2.81 -3.33
C -2.2867 2.6908 -2.1448 0.02 -0.15 0.21
H 2.1623 -3.2088 -2.9928 0.29 -0.51 0.80
H -0.1297 -1.2363 4.8692 0.15 0.22 -0.26
C -1.2018 3.5193 -2.4229 0.09 0.09 -0.02
Mn 0.6208 -1.6547 -1.1127 0.87 0.02 -0.89
C -0.3828 -0.7041 2.7982 0.06 -0.24 0.29
C 2.1360 -0.5886 -0.9281 8.89 4.54 -0.04
```
Positions in Å, forces in eV/Å.

Frontier orbital gap (alpha / beta), eV: 7.4 / 4.6
Charge: +2
⟨S²⟩: 8.790
Spin multiplicity: 6

Record 2
Molecular formula: CH3IO2S2
Method: DFT, ωB97M-V with the def2-TZVPD basis set

Structure (XYZ):
```
9
Properties=species:S:1:pos:R:3:forces:R:3
I 3.4394 0.1068 -0.0066 -0.10 0.19 -0.05
S -0.8096 4.3745 -0.0888 0.36 -1.45 -0.50
C 0.2846 0.6336 0.4939 0.04 3.27 0.38
O -0.0240 3.3563 -0.7841 -1.62 2.04 0.58
O -1.9177 3.9218 0.7077 0.49 0.27 -0.29
S 1.6217 1.6825 -0.2410 1.35 -1.41 0.99
H 0.4662 0.0053 1.3411 0.66 0.16 0.63
H 0.0697 0.0454 -0.3277 -1.43 -1.22 -1.38
H -0.4203 1.4984 0.7353 0.25 -1.86 -0.35
```
Positions in Å, forces in eV/Å.

Frontier orbital gap, eV: 6.6
Charge: 0
Energy above the lowest of the compared OMol25 structures with the same formula, charge and spin, kcal/mol: 18.3

Record 3
Molecular formula: C8H14N2O3S
Method: DFT, ωB97M-V with the def2-TZVPD basis set

Structure (XYZ):
```
28
Properties=species:S:1:pos:R:3:forces:R:3
H -0.5951 -0.4490 1.5626 0.46 0.22 0.44
H -5.1769 0.1113 -0.1570 -0.88 -0.82 -0.48
H 2.9212 1.2256 0.7781 0.41 -0.48 -0.41
S -0.3630 -2.0482 -0.0699 -0.43 1.76 2.28
C -0.0650 2.0145 0.3309 1.05 -0.25 -1.97
O -0.7769 -2.2921 -1.4015 0.48 0.35 -1.63
H 0.6389 2.7903 0.1095 -0.31 0.92 0.18
H 3.7441 1.1583 -0.8915 -1.77 -0.95 1.70
H -4.4571 1.7232 0.2362 0.38 -0.87 -0.13
C -1.4076 1.9936 0.0437 -2.12 -0.69 1.35
C 3.5610 -0.7672 0.0581 3.78 0.78 0.98
N 0.5839 0.8016 0.2740 -0.31 -0.43 0.51
H 4.7066 -0.5798 -0.0699 -1.74 -0.91 -0.28
C -3.0757 0.1413 -0.1565 -0.28 -1.63 0.80
H 3.6034 -1.0860 1.0909 -0.91 -0.51 0.18
O 0.7168 -2.8273 0.4892 -0.50 0.10 -0.21
H 1.4930 1.4541 -1.5158 0.09 -1.19 0.30
O -1.7757 -2.3712 0.7569 1.12 1.25 0.17
N -1.9925 0.8216 0.2715 0.98 0.84 -1.93
C -0.3013 -0.2482 0.5465 -0.12 -4.56 0.19
C 1.6218 0.6261 -0.7711 -1.04 -1.65 0.39
C 2.9927 0.5952 -0.1316 1.31 2.69 -2.17
H -2.9589 -0.9947 -0.3273 0.03 2.13 0.01
H 3.2015 -1.4980 -0.6383 -0.10 -0.46 -0.15
H 1.3611 -0.4741 -1.1004 0.73 2.46 -0.53
C -4.2870 0.6589 -0.0463 -0.88 2.07 0.36
H -2.0474 2.8153 -0.2356 0.25 0.74 -0.09
H -1.8659 -3.2949 0.9647 0.33 -0.89 0.12
```
Positions in Å, forces in eV/Å.

Frontier orbital gap (alpha / beta), eV: 6.2 / 7.6
Charge: 0
⟨S²⟩: 2.052
Spin multiplicity: 3
Energy above the lowest of the compared OMol25 structures with the same formula, charge and spin, kcal/mol: 49.1

Record 4
Molecular formula: C9H10O2
Method: DFT, ωB97M-V with the def2-TZVPD basis set

Structure (XYZ):
```
21
Properties=species:S:1:pos:R:3:forces:R:3
C -2.3504 -1.8730 0.1966 0.48 -2.22 0.16
C 0.1605 -1.0642 -1.7461 0.33 3.07 1.76
H 0.7386 0.3469 2.4265 1.21 -0.41 0.95
H -0.0037 1.7110 -1.0428 0.08 0.86 0.41
H 0.4690 0.3681 -3.2391 0.30 0.36 -0.16
O -2.0047 0.4296 0.5481 0.10 1.73 -0.27
H -1.5961 -0.1805 2.6079 0.23 0.04 -1.21
C 0.0479 -1.0653 -0.2559 -1.72 0.24 -0.30
H -3.4017 -1.5074 0.1704 0.13 -0.44 -0.02
C -1.1279 -0.0125 1.6011 -0.42 1.68 1.99
C 0.8696 1.0693 -1.0712 0.19 0.47 -0.27
C -1.3789 -0.7856 0.4135 1.53 -1.99 -1.25
H 0.2633 1.6964 1.5127 -0.51 3.45 0.13
H 1.8943 -0.0126 0.4154 0.77 -1.01 -0.12
C 0.5064 0.1395 -2.1879 0.58 -0.80 0.03
H 1.8282 1.6845 -1.2771 -1.56 -1.03 0.63
H -0.1083 -1.7830 -2.3844 -1.21 -3.00 -2.01
H 0.1623 -2.0282 0.1825 0.99 -0.79 0.47
O -2.0005 -3.0377 0.0171 -1.01 1.84 0.19
C 0.8603 0.1040 0.1732 0.62 2.55 1.62
C 0.2441 0.6907 1.5652 -1.14 -4.60 -2.73
```
Positions in Å, forces in eV/Å.

Frontier orbital gap, eV: 9.6
Charge: 0
Energy above the lowest of the compared OMol25 structures with the same formula, charge and spin, kcal/mol: 75.2
Structure (SMILES): O=C[C@@]12O[C@@H]1C[C@@H]1CC=C[C@@H]12

Record 5
Molecular formula: C25H42CrN6S3Si2
Method: DFT, ωB97M-V with the def2-TZVPD basis set

Structure (XYZ):
```
79
Properties=species:S:1:pos:R:3:forces:R:3
H -3.6272 -0.0694 3.2367 0.02 0.00 0.00
C 3.3015 2.3454 -0.4475 -0.03 -0.05 -0.02
C 0.4382 -1.8728 -3.9156 0.01 -0.02 0.04
C -0.0765 3.0032 -2.2693 0.01 0.05 0.03
C -0.9363 -3.9786 -0.6120 -0.02 -0.03 -0.01
H -0.1356 5.4202 3.0986 0.01 0.01 0.00
H 4.0007 2.4513 0.3844 0.04 0.02 0.00
H 2.2458 -2.8569 -0.7700 0.00 0.01 0.02
S 1.0155 3.4145 2.8108 -0.01 -0.03 -0.02
C 0.0033 3.4127 -3.5754 0.00 -0.02 0.01
H -4.4652 -1.9173 0.9177 -0.03 0.05 0.01
Si 2.0379 -1.6002 -2.9468 0.00 0.01 0.04
C 3.3946 -1.6094 -4.2510 -0.03 0.03 0.02
H -1.4393 -2.2495 -1.7802 -0.02 -0.04 0.00
C -4.3878 -0.5848 2.6502 -0.01 0.01 0.04
H -1.5218 -4.6489 -1.2249 0.00 0.00 -0.01
C 0.6939 2.6025 -4.4852 -0.02 0.04 0.02
H 4.7760 -1.3884 -0.5705 0.00 -0.03 -0.02
C -0.2320 -4.4417 0.4926 -0.01 0.03 -0.02
C -0.8937 -2.6371 -0.9339 0.06 0.04 -0.02
C 0.4896 -3.5335 1.2378 -0.01 0.12 -0.06
N -3.0444 -0.4304 0.5672 0.13 0.01 -0.02
C 1.8684 0.0047 -1.9528 -0.08 -0.11 0.15
H -2.1387 -0.1040 0.8831 0.03 0.06 0.03
C 1.1551 -1.1650 1.5961 -0.06 0.25 0.02
H 1.0583 -3.8335 2.1069 0.00 0.01 0.02
H -0.4577 -1.4889 -3.4275 0.00 0.02 0.00
C -0.3113 4.5715 2.4398 -0.03 0.05 0.01
H 0.7534 2.8923 -5.5261 0.00 0.01 -0.01
H 3.4930 -3.3103 -1.9076 0.03 0.00 -0.01
H 5.5324 1.6049 -2.2076 0.02 0.01 0.01
C 4.2422 -0.6105 -0.0219 -0.03 0.04 -0.03
Si 3.5057 0.6399 -1.2167 0.05 -0.01 0.01
N -4.4824 -0.3551 -1.2737 0.00 -0.16 0.00
S -2.0188 0.3228 -1.7841 -0.15 0.25 0.30
H 1.8505 0.8189 -4.7515 0.00 -0.02 -0.01
H -0.2482 -5.4885 0.7627 -0.01 -0.01 0.00
H -3.0023 -2.0266 1.8595 -0.03 0.00 0.00
H 0.4954 -1.3821 -4.8886 0.03 0.02 -0.03
H -1.2865 4.1476 2.6640 0.01 -0.03 0.01
C 0.6214 2.0409 1.8194 0.14 0.01 0.16
N -0.1915 -1.7369 -0.2280 0.07 -0.23 0.09
H -4.9012 -1.2879 3.3051 0.00 -0.01 0.01
H -7.8233 -0.8349 -0.9574 -0.01 0.00 0.00
H 3.4403 -0.7129 -4.8692 -0.01 0.01 -0.01
H 1.6359 -1.3278 2.5533 -0.02 0.00 0.00
C -3.7509 -1.3229 1.4857 -0.02 -0.04 -0.03
H -6.0519 0.8959 -0.7031 -0.02 -0.03 0.00
H 5.3075 -0.0118 -2.8579 -0.01 -0.04 -0.02
H -4.4739 -0.2238 -2.2749 0.02 0.01 -0.01
S -0.7872 1.9622 0.8176 -0.04 0.06 -0.06
N 1.4725 1.0593 1.8968 -0.16 -0.06 -0.10
H 4.3812 -1.7576 -3.8140 0.02 0.00 0.02
C -6.8404 -0.9940 -1.3979 -0.03 0.01 0.01
H -0.4756 4.3278 -3.8900 0.00 0.01 -0.01
N 1.0305 0.0200 1.1126 0.34 -0.19 0.19
C -5.8025 -0.1687 -0.6620 -0.01 0.07 0.04
H 0.2903 -2.9383 -4.1065 -0.01 -0.03 -0.01
H -0.2726 4.9050 1.4063 0.01 -0.02 -0.01
H 3.2047 -2.4556 -4.9169 0.00 -0.03 -0.01
H 3.5538 3.1050 -1.1907 0.01 0.02 -0.03
C 0.4919 -2.1966 0.8471 -0.07 -0.13 0.03
H -5.7670 -0.4466 0.3847 0.01 0.00 -0.01
H -6.9010 -0.7077 -2.4487 0.02 0.01 -0.01
C 4.7836 0.8988 -2.5747 -0.03 0.03 0.06
N 0.5407 1.8866 -1.8548 -0.10 -0.18 0.06
C -3.2755 -0.1944 -0.7164 0.01 -0.12 -0.25
H -0.6292 3.5458 -1.5128 -0.01 0.00 -0.03
C 1.3059 1.4463 -4.0613 0.02 -0.02 0.02
H -5.1047 0.1641 2.3151 -0.02 -0.01 -0.02
Cr 0.1469 0.2872 -0.6544 -0.04 0.30 -0.45
C 2.4356 -3.0567 -1.8212 -0.02 0.03 -0.03
H 1.8679 -3.9442 -2.1065 -0.02 -0.01 -0.02
H 3.5184 -1.1006 0.6258 -0.03 0.02 0.02
H -6.6053 -2.0567 -1.3454 0.00 -0.01 0.01
C 1.2604 1.1202 -2.6958 0.13 0.01 -0.11
H 4.3493 1.3351 -3.4768 -0.02 0.02 -0.01
H 4.9687 -0.1080 0.6197 0.04 0.01 0.00
H 2.3108 2.5779 -0.0680 -0.02 -0.02 0.01
```
Positions in Å, forces in eV/Å.

Frontier orbital gap (alpha / beta), eV: 7.2 / 7.0
Charge: +1
⟨S²⟩: 0.774
Spin multiplicity: 2
Energy above the lowest of the compared OMol25 structures with the same formula, charge and spin, kcal/mol: 5.3

Record 6
Molecular formula: C11H13BrO
Method: DFT, ωB97M-V with the def2-TZVPD basis set

Structure (XYZ):
```
26
Properties=species:S:1:pos:R:3:forces:R:3
H -1.3420 -1.8903 -0.6759 0.58 -0.78 0.56
H -3.6163 0.5577 1.3618 0.96 -0.90 -1.07
H 4.0857 0.4000 0.1261 -0.27 0.40 0.53
C -0.5223 -1.7730 0.0618 0.36 2.16 -0.78
H 1.7315 3.6171 1.8760 -0.33 -2.16 -1.24
Br -0.4487 2.2949 -1.7855 -0.12 1.13 -0.46
C 0.7121 0.4168 0.7095 1.01 2.78 0.87
C -0.6116 -0.3716 -2.8449 -0.92 0.68 -1.87
C 1.7635 2.5539 1.3860 -1.17 1.62 2.12
H -3.1382 -1.0185 0.3392 0.12 2.26 0.62
H -3.3503 0.6049 -0.3717 -0.41 1.04 -1.97
H -0.7663 0.1330 -3.8277 0.40 -0.62 0.31
H -0.3338 2.2461 1.3779 1.01 -1.04 0.20
H -0.6981 -1.4977 -2.9372 0.26 1.55 0.97
H 0.4769 -1.8875 -0.4438 -1.26 -0.37 0.33
C 0.6549 1.7250 1.2588 -2.03 1.01 -0.57
C -0.5353 -0.2173 0.3029 -0.94 -0.45 -2.83
H -0.5551 -2.4260 0.9525 -0.29 0.51 -0.35
O -1.6288 0.4865 0.7515 -0.08 -0.65 0.61
C 2.9652 2.0397 1.0908 3.59 0.53 -1.03
C -3.0075 0.1437 0.4883 0.73 -2.69 2.25
C 3.1469 0.7866 0.5404 -0.85 -0.65 -0.31
C 2.0169 0.0186 0.3740 -0.88 0.27 0.47
H 3.8706 2.6562 1.1064 -0.38 0.05 0.37
H 2.1135 -0.9013 -0.0771 0.41 -2.00 -1.03
C -0.5817 0.4967 -1.8480 0.50 -3.68 3.27
```
Positions in Å, forces in eV/Å.

Frontier orbital gap (alpha / beta), eV: 8.1 / 8.1
Charge: 0
Energy above the lowest of the compared OMol25 structures with the same formula, charge and spin, kcal/mol: 73.8

Record 7
Molecular formula: CH5O2Pt
Method: DFT, ωB97M-V with the def2-TZVPD basis set

Structure (XYZ):
```
9
Properties=species:S:1:pos:R:3:forces:R:3
Pt 1.4630 2.5488 -0.1719 3.72 4.57 -6.31
H 0.2234 -0.2718 -1.1919 -0.32 0.13 0.29
C -0.6309 -0.6484 -0.6070 -0.03 -0.22 -0.45
H -1.0077 -1.5602 -1.0950 0.01 0.07 0.13
H 0.4845 0.6752 1.0692 0.49 0.24 0.24
O 0.7287 1.6136 1.0773 -4.08 -4.45 6.20
H 0.4514 -1.5404 0.7701 0.08 0.04 -0.10
H -1.4408 0.0916 -0.6018 0.42 -0.10 0.07
O -0.2716 -0.9084 0.7510 -0.30 -0.27 -0.07
```
Positions in Å, forces in eV/Å.

Frontier orbital gap (alpha / beta), eV: 4.0 / 5.8
Charge: -1
⟨S²⟩: 2.007
Spin multiplicity: 3

Record 8
Molecular formula: C19H20N2O6
Method: DFT, ωB97M-V with the def2-TZVPD basis set

Structure (XYZ):
```
47
Properties=species:S:1:pos:R:3:forces:R:3
H -3.7297 -2.7376 -3.1652 -0.43 0.89 1.65
C -1.8199 -0.4968 -2.6555 -0.25 0.20 -1.40
H -0.5726 -1.0438 3.6611 -0.19 -0.05 -0.04
N -2.4710 -1.8550 3.2439 -0.07 -0.34 -0.22
C 3.1774 0.9035 0.9023 -1.78 -1.25 0.65
H -5.7789 -3.4867 -1.4300 1.25 1.65 0.35
H -1.8835 0.1470 3.3841 -0.09 -0.08 0.13
C -5.3405 -1.7834 0.0993 2.42 0.78 -1.70
H 3.1415 -0.5016 -1.6773 -1.82 0.77 0.77
C 4.7491 -1.2678 0.6619 -1.12 0.11 0.54
C 1.8585 0.6102 -0.0024 -1.20 -0.11 -1.64
C -3.3091 -0.1827 -0.4300 -1.42 -2.15 -0.58
C -0.7441 0.6811 -0.4475 2.15 -1.00 -0.87
C -2.2841 1.0189 -0.0971 -0.52 1.37 0.26
O -1.8619 -0.4127 -3.9117 0.32 -0.59 4.57
O 3.2326 4.8447 -0.6386 0.30 -0.51 -0.24
C 3.5700 -0.5567 1.5289 -0.21 -0.28 -0.67
H 1.5250 4.1734 -2.1820 0.19 -0.05 0.07
H -6.1805 -2.1209 0.7944 1.38 0.55 -1.14
N 3.4431 3.8884 -1.3654 0.09 0.24 0.22
H 4.9256 -0.6154 -0.2558 0.19 -1.02 1.26
C -1.6168 -0.8011 3.8506 0.32 0.12 0.04
H 4.3464 -2.2864 0.3182 0.93 1.43 0.46
C -3.0732 -0.9865 -1.7637 -1.38 -0.57 1.45
O 4.4640 3.2182 -1.3862 -0.36 0.31 0.11
H 1.0030 -1.1246 -3.2494 -0.12 0.96 1.49
C 0.4390 1.0616 0.4757 0.44 -2.04 -3.76
C 2.3690 3.4977 -2.3083 -0.42 0.05 -0.21
H 0.2689 1.6437 1.4538 0.38 -1.04 -1.82
O -2.6562 2.1335 0.3574 1.44 -4.20 -1.29
H 2.0822 2.4737 -2.0696 0.10 0.05 -0.10
C -4.4576 -0.5665 0.5315 1.00 -1.90 -4.04
H 3.8075 -0.4953 2.6484 -0.14 0.03 -1.70
C 2.0921 -0.1607 -1.3515 -3.59 0.51 0.52
C -0.5132 -0.1071 -1.7903 1.61 0.40 1.25
C 0.8921 -0.5418 -2.2808 -0.70 2.38 4.04
H 4.0284 1.3538 0.2943 -1.24 -0.51 0.88
H 2.8518 1.5695 1.7898 0.65 -0.76 -1.68
C -3.9497 -2.1923 -2.1873 -0.55 2.44 3.60
H -1.8219 -0.7873 4.9204 -0.10 0.08 -0.15
O -3.6783 -1.7262 3.3704 0.53 -0.11 -0.05
O -1.9081 -2.7685 2.6657 -0.41 0.39 0.25
H 2.6382 -1.2329 1.4201 1.43 1.19 0.39
C -5.0988 -2.5866 -1.2086 1.99 2.69 0.87
H 2.7724 3.5704 -3.3177 0.03 -0.13 0.13
H -4.6024 0.0316 1.4864 0.05 -1.06 -1.47
H 5.6741 -1.3964 1.3135 -1.09 0.17 -1.20
```
Positions in Å, forces in eV/Å.

Frontier orbital gap, eV: 7.8
Charge: 0
Energy above the lowest of the compared OMol25 structures with the same formula, charge and spin, kcal/mol: 364.5
Structure (SMILES): CCCc1ccc2c(c1)C(=O)c1ccccc1C2=O.C[N+](=O)[O-].C[N+](=O)[O-]